{
  "formula": "C5H6N6",
  "method": "ωB97M-V with the def2-TZVPD basis set",
  "smiles": "N/N=c1\\nc[nH]c2[nH]cnc12",
  "e_tot_ha": -522.62301,
  "symbols": ["N", "N", "C", "N", "C", "N", "C", "N", "C", "N", "C", "H", "H", "H", "H", "H", "H"],
  "positions_angstrom": [[-3.210025, -0.710634, -0.026321], [-1.965085, -1.106521, 0.043640], [-1.017547, -0.234967, 0.066344], [-1.355432, 1.196061, 0.013775], [-0.370117, 2.047789, -0.029761], [0.970018, 1.797663, -0.084292], [1.234624, 0.457550, 0.002118], [2.443217, -0.061358, 0.004657], [2.261954, -1.437567, -0.024689], [1.016341, -1.753052, -0.035129], [0.322248, -0.549398, 0.054068], [-3.846716, -1.442858, -0.233477], [-3.440768, 0.250638, 0.050240], [-0.637530, 3.080811, 0.026070], [1.625566, 2.578401, 0.230646], [3.332582, 0.448667, 0.131042], [3.086645, -2.151205, -0.027309]],
  "forces_ev_per_angstrom": [[-0.924, -0.146, 0.165], [2.440, -0.119, -0.102], [-4.249, 0.914, -0.380], [2.046, -0.179, 0.095], [-2.233, -0.707, 0.366], [0.634, 1.913, 0.606], [-0.549, 0.671, 0.601], [3.274, -0.941, -0.079], [1.022, -0.067, 0.073], [-1.016, 0.054, 0.456], [2.992, -0.644, -0.547], [-0.536, 0.034, 0.055], [-0.352, 0.675, -0.181], [-0.053, 0.668, -0.164], [-1.266, -1.880, -0.628], [-0.993, -0.682, -0.307], [-0.235, 0.437, -0.028]],
  "lowdin_charge": [0.00, 0.00, -0.32, 0.13, -0.20, 0.10, -0.31, 0.12, -0.19, 0.14, -0.20, 0.08, 0.06, 0.11, 0.19, 0.17, 0.12]
}

=====

{
  "formula": "C17H43CdO17",
  "method": "ωB97M-V with the def2-TZVPD basis set",
  "e_tot_ha": -2119.70522,
  "total_charge": 1,
  "symbols": ["Cd", "C", "C", "O", "H", "H", "H", "H", "H", "C", "C", "O", "C", "O", "O", "H", "H", "H", "H", "C", "C", "O", "C", "O", "O", "H", "H", "H", "H", "C", "C", "O", "C", "O", "O", "H", "H", "H", "H", "O", "H", "H", "O", "H", "H", "O", "H", "H", "O", "H", "H", "C", "C", "O", "H", "H", "H", "H", "H", "H", "C", "C", "O", "H", "H", "H", "H", "H", "H", "C", "C", "O", "H", "H", "H", "H", "H", "H"],
  "positions_angstrom": [[-7.627651, -2.431827, 2.244744], [-1.530921, -0.917927, -0.513966], [-2.091741, -0.131867, 0.733234], [-3.386491, -0.465767, 1.107334], [-0.528711, -0.528797, -0.693596], [-2.164501, -0.724477, -1.379556], [-1.499711, -1.993067, -0.337306], [-2.104371, 0.837883, 0.235724], [-1.431011, -0.138177, 1.600124], [7.473709, -3.582697, -0.127626], [7.519559, -3.261717, 1.211664], [6.721069, -2.198277, 1.354984], [6.488699, -1.647207, 0.220664], [6.035759, -0.520207, 0.012814], [6.924729, -2.469807, -0.724646], [6.850189, -4.475877, -0.167046], [8.324329, -3.780227, -0.779946], [8.516229, -3.186207, 1.646474], [7.017999, -4.084577, 1.721004], [5.085029, 2.648373, 5.940924], [3.695819, 2.428773, 5.373644], [3.338999, 3.765473, 4.863174], [4.340269, 4.523953, 4.828504], [4.413099, 5.603043, 4.262374], [5.334579, 3.932063, 5.581264], [5.746809, 1.890343, 5.521954], [5.043359, 2.558973, 7.026454], [2.966639, 2.055713, 6.092814], [3.590859, 1.906913, 4.422454], [0.391419, 7.151483, -0.787396], [1.611079, 7.374433, -1.582826], [1.142189, 7.472763, -2.906026], [-0.185861, 7.364003, -3.011006], [-0.784691, 7.323303, -4.051586], [-0.667531, 7.395023, -1.743956], [0.178039, 7.824273, 0.043214], [0.420439, 6.123193, -0.427006], [2.139789, 6.424613, -1.502826], [2.217619, 8.230903, -1.288446], [-5.602831, -5.669957, 0.903094], [-4.873181, -5.862957, 0.314374], [-6.224921, -6.382387, 0.755844], [-2.927051, -4.706967, 5.680224], [-3.781011, -4.280197, 5.749884], [-2.657381, -4.557737, 4.774004], [-2.503761, 0.606023, 8.255714], [-2.580321, 0.233313, 7.377394], [-2.213931, 1.506553, 8.109864], [-6.488591, 4.574073, 5.151094], [-7.092571, 5.301563, 5.002114], [-6.601071, 4.008463, 4.387124], [-7.097481, 2.514183, -3.543816], [-7.036831, 3.859283, -2.814116], [-7.080941, 3.642943, -1.444646], [-7.200231, 2.308383, -4.609266], [-7.974661, 2.048533, -3.094576], [-6.349601, 1.857933, -3.098706], [-7.859841, 4.498213, -3.134326], [-6.146931, 4.415423, -3.108896], [-6.471151, 2.921603, -1.273116], [1.716589, -7.967827, -1.948446], [1.382789, -8.977427, -0.787816], [0.367799, -8.377007, 0.085554], [2.166219, -8.614887, -2.701586], [2.324609, -7.151927, -1.557646], [0.788529, -7.532057, -2.318486], [2.261989, -9.233307, -0.196516], [0.855189, -9.882317, -1.089336], [0.092019, -8.918277, 0.828904], [-0.317621, -0.368137, -7.653056], [1.110469, -0.345267, -7.082016], [1.331599, -1.585677, -6.343056], [-0.517291, -1.370787, -8.031116], [-0.384511, 0.287303, -8.521396], [-1.133931, 0.030063, -7.050416], [1.206569, 0.559853, -6.482326], [1.929479, -0.201597, -7.786766], [2.058699, -1.483807, -5.724556]],
  "forces_ev_per_angstrom": [[0.239, -0.018, -0.100], [-0.184, -0.259, -0.935], [-2.478, -1.643, 2.400], [2.849, 0.870, -1.444], [-0.089, 0.030, 0.104], [0.095, -0.005, 0.066], [-0.076, 0.133, 0.399], [-0.433, 0.846, -0.399], [0.146, -0.033, -0.163], [0.338, -3.003, -5.686], [2.201, -2.960, 5.609], [-1.379, 2.569, 3.600], [-1.162, 4.460, -2.732], [0.662, -2.900, 0.691], [-1.293, 1.310, -2.146], [-0.486, 0.070, -1.127], [0.643, -0.288, 0.905], [0.027, 0.714, 0.173], [0.422, 0.019, 0.728], [-1.454, -1.819, 0.413], [-1.233, 0.538, -1.276], [-3.786, -2.574, 0.490], [2.980, 3.263, -0.334], [0.204, -2.152, 1.335], [2.065, 2.890, -1.030], [0.496, 0.378, 0.024], [0.294, -0.011, 0.046], [-0.098, 0.366, -0.133], [0.534, -0.889, 0.452], [-1.899, 0.495, 0.554], [1.130, -0.540, -0.102], [1.094, 0.120, -1.418], [-0.002, 0.492, -0.126], [0.324, -0.046, 1.515], [-1.043, -0.866, 0.139], [0.324, -0.040, -0.040], [-0.747, -0.025, -0.002], [0.862, 0.470, -0.208], [-0.021, -0.062, -0.288], [-0.125, 0.372, 0.197], [0.229, -0.052, -0.149], [-0.166, -0.239, -0.012], [0.100, -0.038, 0.102], [-0.223, 0.064, 0.124], [0.129, -0.039, -0.222], [-0.033, -0.139, 0.134], [-0.024, -0.130, -0.173], [0.057, 0.276, 0.046], [0.175, -0.124, 0.153], [-0.148, 0.239, 0.014], [-0.028, -0.109, -0.180], [-0.931, -1.057, 1.474], [0.366, 0.346, -2.372], [-0.195, -0.044, 0.834], [0.413, 0.888, -0.024], [-0.531, -0.080, -0.205], [0.730, 0.019, -0.434], [-0.243, -0.105, 0.386], [0.316, 0.046, 0.105], [0.078, -0.018, 0.236], [-0.903, -1.512, 1.590], [-1.542, 0.833, 0.626], [0.488, 1.095, -0.417], [0.362, 0.648, -0.248], [0.300, -0.255, -0.286], [0.004, -0.190, -0.109], [0.141, 0.006, -0.148], [0.712, -0.199, -0.816], [0.427, -0.414, -0.189], [0.750, 0.079, -1.059], [-0.366, -0.070, 0.775], [-0.495, 0.893, -0.319], [-0.277, -0.005, 0.216], [0.348, 0.024, -0.252], [0.343, -0.503, 0.693], [-0.041, -0.151, 0.726], [-0.376, -0.435, -0.674], [0.116, 0.178, -0.093]],
  "lowdin_charge": [0.61, 0.01, -0.25, 0.09, 0.10, 0.09, 0.09, 0.17, 0.12, -0.19, -0.22, 0.14, -0.57, 0.12, 0.11, 0.14, 0.16, 0.16, 0.15, -0.17, -0.05, 0.09, -0.59, 0.13, 0.06, 0.14, 0.13, 0.13, 0.13, -0.12, -0.14, 0.07, -0.56, 0.16, 0.05, 0.14, 0.12, 0.13, 0.14, -0.10, 0.03, 0.03, -0.05, 0.02, 0.02, -0.05, 0.02, 0.03, -0.05, 0.03, 0.02, -0.09, -0.35, -0.07, 0.08, 0.07, 0.06, 0.12, 0.11, 0.07, -0.07, -0.27, -0.13, 0.07, 0.07, 0.07, 0.10, 0.10, 0.07, -0.09, -0.29, -0.10, 0.07, 0.07, 0.07, 0.10, 0.10, 0.07]
}

=====

{
  "formula": "C3H6N6O3",
  "method": "ωB97M-V with the def2-TZVPD basis set",
  "smiles": "O=NN1CN(N=O)CN(N=O)C1",
  "e_tot_ha": -671.79993,
  "symbols": ["O", "N", "N", "C", "N", "N", "O", "C", "N", "N", "O", "C", "H", "H", "H", "H", "H", "H"],
  "positions_angstrom": [[-2.141664, 2.233446, 0.614677], [-0.978618, 2.077543, 1.020305], [-0.106359, 1.498026, 0.021171], [1.077366, 0.834101, 0.652512], [0.504613, -0.442858, 1.111485], [-0.308567, -0.772319, 2.044216], [-0.118080, -0.070617, 2.948680], [0.561728, -1.446226, 0.039049], [-0.007189, -0.669754, -1.256017], [0.003109, -1.037248, -2.599968], [0.708042, -1.943614, -2.889041], [-0.800724, 0.427308, -0.788587], [1.157069, 1.671994, 1.308946], [1.763828, 0.714078, -0.390393], [1.669142, -1.955675, 0.037821], [-0.168764, -2.363910, 0.289633], [-1.842542, 0.251437, -0.531500], [-0.972390, 0.994288, -1.632986]],
  "forces_ev_per_angstrom": [[3.517, -0.796, 1.158], [-1.926, 0.420, -2.409], [-1.816, -2.044, 0.790], [-1.647, 1.151, -2.953], [3.259, -2.496, -6.158], [-0.449, -1.254, -0.270], [-1.160, 2.732, 5.394], [0.058, -2.270, -0.884], [1.711, -1.825, 2.709], [-0.330, 1.498, 1.298], [0.237, -0.662, 0.372], [-0.815, 1.629, -1.871], [2.107, -0.376, 1.567], [-1.148, 0.008, 3.851], [-2.652, 1.687, -0.871], [1.509, 2.338, -0.482], [0.180, -0.583, 1.277], [-0.637, 0.842, -2.515]],
  "lowdin_charge": [-0.02, 0.00, -0.09, -0.08, -0.19, -0.08, 0.01, -0.06, -0.09, -0.05, -0.01, -0.19, 0.10, 0.21, 0.16, 0.16, 0.13, 0.10]
}

=====

{
  "formula": "C5H8O",
  "method": "ωB97M-V with the def2-TZVPD basis set",
  "smiles": "O[C@H]1[C@H]2CC[C@@H]12",
  "e_tot_ha": -270.48025,
  "symbols": ["O", "C", "C", "C", "C", "C", "H", "H", "H", "H", "H", "H", "H", "H"],
  "positions_angstrom": [[0.582090, 0.636633, 1.804720], [1.073456, -0.366366, 0.965760], [0.081395, -1.099472, 0.128874], [-0.993916, -0.156983, -0.443322], [0.111856, 0.773304, -1.005340], [1.161230, -0.216825, -0.512449], [-0.288448, 0.273564, 2.003811], [1.879726, -0.953422, 1.408883], [-0.013590, -2.178229, 0.177703], [-1.743607, 0.297777, 0.219231], [-1.525376, -0.665837, -1.251378], [0.083031, 0.881852, -2.091214], [0.175505, 1.762316, -0.541281], [2.023985, -0.567686, -1.067146]],
  "forces_ev_per_angstrom": [[-0.139, -0.020, 0.034], [0.019, -0.358, -0.155], [-0.110, -0.357, -0.033], [-0.132, -0.051, -0.019], [0.006, 0.083, -0.096], [0.327, 0.067, -0.196], [-0.029, 0.614, 0.464], [-0.257, -0.004, -0.105], [0.075, 0.082, -0.157], [0.218, -0.172, 0.018], [0.031, 0.100, 0.104], [-0.041, -0.039, 0.142], [0.015, -0.164, -0.096], [0.018, 0.215, 0.095]],
  "lowdin_charge": [-0.01, -0.32, -0.17, -0.14, -0.13, -0.16, 0.09, 0.15, 0.13, 0.10, 0.11, 0.11, 0.11, 0.13]
}